{"formula": "C29H23N2O3V", "method": "ωB97M-V/def2-TZVPD", "energy_ev": -65238.49569, "total_charge": 2, "max_force_ha_per_bohr": 0.087, "orbital_gap_ev": 5.89, "e_homo_ev": -14.10, "symbols": ["V", "C", "O", "C", "C", "C", "C", "C", "C", "N", "N", "C", "O", "C", "C", "C", "C", "C", "C", "C", "O", "H", "H", "H", "H", "H", "H", "H", "H", "H", "H", "H", "H", "C", "C", "C", "C", "C", "C", "C", "C", "C", "C", "C", "C", "C", "C", "H", "H", "H", "H", "H", "H", "H", "H", "H", "H", "H"], "coordinates": [[-1.151, 0.529, 0.175], [-2.285, 4.438, -0.087], [-1.016, 4.899, 0.357], [-0.361, 4.246, 1.326], [0.486, 4.988, 2.155], [1.170, 4.392, 3.203], [1.027, 3.040, 3.471], [0.258, 2.235, 2.628], [0.063, 0.842, 2.871], [-0.490, 0.033, 2.012], [-0.740, -1.226, 2.304], [-1.546, -1.762, 1.413], [-1.858, -0.947, 0.435], [-2.056, -3.103, 1.481], [-1.590, -4.022, 2.436], [-2.154, -5.279, 2.496], [-3.177, -5.635, 1.620], [-3.636, -4.731, 0.667], [-3.075, -3.477, 0.586], [-0.417, 2.844, 1.515], [-1.007, 2.028, 0.698], [-2.749, 5.301, -0.565], [-2.903, 4.114, 0.756], [-2.197, 3.629, -0.827], [0.556, 6.047, 1.958], [1.801, 5.000, 3.831], [1.523, 2.593, 4.317], [0.329, 0.440, 3.849], [-0.800, -3.728, 3.109], [-1.803, -5.989, 3.230], [-3.614, -6.621, 1.679], [-4.431, -5.008, -0.008], [-3.424, -2.766, -0.150], [4.497, -2.485, -2.754], [3.959, -1.241, -3.062], [3.029, -0.659, -2.224], [2.648, -1.309, -1.045], [3.229, -2.543, -0.720], [4.136, -3.131, -1.579], [1.629, -0.787, -0.148], [0.650, 0.056, -0.447], [0.159, 0.770, -1.613], [-0.711, 0.094, -2.509], [-1.130, 0.723, -3.666], [-0.709, 2.019, -3.953], [0.131, 2.704, -3.076], [0.556, 2.098, -1.911], [5.194, -2.949, -3.434], [4.267, -0.728, -3.960], [2.632, 0.320, -2.453], [2.944, -3.045, 0.194], [4.559, -4.094, -1.339], [1.667, -1.216, 0.857], [-0.954, -0.954, -2.325], [-1.767, 0.199, -4.361], [-1.026, 2.488, -4.872], [0.454, 3.708, -3.306], [1.228, 2.615, -1.234]], "lowdin_charge": [1.112, -0.034, -0.042, -0.197, 0.065, -0.017, 0.007, -0.103, 0.053, -0.077, 0.131, -0.320, -0.092, -0.150, 0.001, -0.041, -0.026, -0.046, -0.008, -0.186, -0.127, 0.113, 0.113, 0.080, 0.143, 0.128, 0.130, 0.168, 0.118, 0.119, 0.121, 0.118, 0.116, -0.034, -0.046, -0.012, -0.205, -0.014, -0.044, 0.025, -0.101, -0.326, -0.005, -0.013, 0.012, -0.011, 0.006, 0.120, 0.117, 0.109, 0.120, 0.119, 0.132, 0.144, 0.128, 0.132, 0.131, 0.146]}



{"formula": "C4H7N2OS", "method": "ωB97M-V/def2-TZVPD", "energy_ev": -20113.26232, "relative_energy_kcal_mol": 12.8, "multiplicity": 3, "total_charge": 1, "max_force_ha_per_bohr": 0.152, "orbital_gap_ev": [6.64, 7.61], "s_squared": 2.01, "e_homo_ev": [-10.50, -14.55], "symbols": ["C", "C", "C", "C", "N", "N", "O", "S", "H", "H", "H", "H", "H", "H", "H"], "coordinates": [[0.369, -0.857, 0.753], [1.281, 1.672, -1.262], [-0.895, 0.640, -0.591], [0.292, 1.469, -0.102], [-0.673, -0.714, -0.124], [0.654, -2.047, 1.333], [1.175, 1.076, -2.292], [1.125, 0.566, 1.319], [2.217, 2.301, -0.986], [-1.782, 0.915, -0.179], [-0.845, 0.560, -1.823], [-0.047, 2.352, 0.209], [-0.832, -1.433, -0.807], [0.249, -2.890, 0.888], [1.266, -2.186, 2.082]], "lowdin_charge": [-0.601, -0.302, -0.133, -0.423, 0.049, 0.159, 0.171, 1.111, 0.192, 0.098, 0.201, 0.064, 0.160, 0.154, 0.101]}



{"formula": "C24H49FeN9SSi2", "method": "ωB97M-V/def2-TZVPD", "energy_ev": -100075.66541, "multiplicity": 5, "total_charge": -2, "max_force_ha_per_bohr": 0.013, "orbital_gap_ev": [4.79, 5.15], "s_squared": 6.02, "e_homo_ev": [-0.27, -0.62], "symbols": ["Fe", "C", "C", "N", "C", "C", "N", "C", "C", "N", "H", "H", "H", "H", "H", "H", "H", "H", "H", "H", "H", "H", "H", "H", "H", "C", "Si", "C", "C", "N", "C", "C", "C", "C", "C", "C", "N", "Si", "C", "C", "C", "H", "H", "H", "H", "H", "H", "H", "H", "H", "H", "H", "H", "H", "H", "H", "H", "H", "H", "H", "H", "H", "H", "C", "N", "C", "N", "C", "N", "C", "N", "C", "C", "H", "H", "H", "H", "H", "H", "H", "H", "H", "H", "H", "H", "S"], "coordinates": [[0.463, -0.390, -0.262], [-1.400, -2.852, 1.473], [-0.949, -1.872, 2.570], [-1.504, -0.560, 2.384], [-2.863, -0.299, 2.750], [-3.646, 0.376, 1.597], [-3.355, -0.134, 0.269], [-3.702, -1.526, 0.029], [-2.561, -2.306, -0.626], [-1.330, -2.269, 0.141], [-2.433, -3.154, 1.683], [-0.797, -3.767, 1.530], [0.136, -1.759, 2.542], [-1.226, -2.311, 3.547], [-0.810, 0.177, 2.461], [-2.959, 0.335, 3.648], [-3.341, -1.254, 2.999], [-3.403, 1.443, 1.592], [-4.724, 0.294, 1.786], [-2.350, -0.047, 0.138], [-4.569, -1.595, -0.644], [-4.002, -2.025, 0.959], [-2.339, -1.872, -1.604], [-2.928, -3.336, -0.790], [-0.543, -2.609, -0.414], [-0.524, 2.682, -3.720], [-1.136, 1.341, -2.516], [-2.785, 0.765, -3.246], [-1.524, 2.312, -0.941], [-0.073, 0.058, -2.167], [0.383, -0.835, -3.127], [0.232, -0.649, -4.503], [0.717, -1.552, -5.451], [1.381, -2.684, -5.020], [1.546, -2.902, -3.652], [1.073, -2.016, -2.672], [1.214, -2.187, -1.312], [2.263, -3.354, -0.641], [2.353, -3.247, 1.228], [1.751, -5.164, -0.958], [4.047, -3.195, -1.253], [-1.227, 3.521, -3.675], [-0.465, 2.350, -4.758], [0.466, 3.052, -3.442], [-3.351, 1.605, -3.663], [-3.393, 0.300, -2.467], [-2.627, 0.031, -4.041], [-1.357, 3.380, -1.110], [-0.887, 2.016, -0.097], [-2.566, 2.171, -0.650], [-0.275, 0.240, -4.855], [0.578, -1.353, -6.509], [1.775, -3.404, -5.731], [2.064, -3.798, -3.333], [1.565, -3.821, 1.723], [2.290, -2.201, 1.549], [3.315, -3.647, 1.563], [0.756, -5.356, -0.545], [2.460, -5.824, -0.446], [1.726, -5.445, -2.012], [4.527, -2.368, -0.725], [4.094, -2.976, -2.321], [4.617, -4.110, -1.061], [1.698, 4.022, -0.483], [2.414, 5.314, -0.592], [3.480, 5.309, 0.413], [2.976, 5.113, 1.773], [2.251, 3.817, 1.803], [1.154, 3.823, 0.847], [0.248, 4.905, 1.165], [0.909, 6.230, 1.108], [1.470, 6.374, -0.241], [2.028, 6.186, 2.054], [2.382, 3.200, -0.701], [0.892, 4.007, -1.218], [4.010, 6.268, 0.368], [4.180, 4.505, 0.178], [1.859, 3.640, 2.805], [2.931, 3.002, 1.559], [-0.145, 4.757, 2.174], [-0.584, 4.902, 0.458], [1.978, 7.342, -0.308], [0.648, 6.358, -0.961], [1.626, 6.044, 3.061], [2.556, 7.146, 2.019], [1.611, 0.395, 1.444]], "lowdin_charge": [0.275, -0.205, -0.250, -0.092, -0.232, -0.224, -0.066, -0.234, -0.214, -0.080, 0.092, 0.098, 0.047, 0.103, 0.017, 0.099, 0.096, 0.097, 0.100, 0.058, 0.100, 0.089, 0.107, 0.109, 0.056, -0.194, 0.362, -0.179, -0.182, -0.167, -0.321, -0.089, -0.165, -0.165, -0.092, -0.327, -0.155, 0.348, -0.201, -0.195, -0.182, 0.015, 0.004, 0.015, 0.015, 0.000, 0.016, 0.001, 0.001, 0.010, 0.059, 0.071, 0.073, 0.060, 0.007, -0.063, 0.019, 0.010, 0.011, 0.001, 0.023, 0.010, 0.012, -0.171, -0.090, -0.198, -0.096, -0.211, -0.096, -0.184, -0.096, -0.200, -0.210, 0.128, 0.102, 0.111, 0.123, 0.115, 0.067, 0.123, 0.108, 0.111, 0.118, 0.115, 0.111, -0.195]}



{"formula": "C22H30HgO2Si", "method": "ωB97M-V/def2-TZVPD", "energy_ev": -39441.41379, "relative_energy_kcal_mol": 0.0, "max_force_ha_per_bohr": 0.066, "orbital_gap_ev": [7.39, 5.46], "e_homo_ev": [-7.90, -6.97], "symbols": ["C", "C", "C", "H", "C", "C", "H", "H", "H", "H", "Hg", "C", "H", "H", "H", "Si", "C", "C", "H", "C", "H", "C", "H", "C", "H", "C", "H", "C", "C", "H", "C", "H", "C", "H", "C", "H", "C", "H", "H", "H", "C", "O", "C", "C", "O", "C", "H", "H", "H", "H", "H", "H", "H", "H", "H", "H"], "coordinates": [[0.765, 2.406, 1.311], [-0.305, 2.660, 0.405], [-1.527, 2.515, 1.112], [-0.205, 2.918, -0.650], [-1.215, 2.173, 2.465], [0.199, 2.119, 2.581], [0.754, 1.927, 3.497], [1.828, 2.428, 1.072], [-2.529, 2.644, 0.691], [-1.935, 2.001, 3.268], [-2.872, -3.947, 0.377], [-2.180, -2.887, -1.193], [-2.078, -1.835, -0.866], [-1.122, -3.109, -1.377], [-2.664, -2.853, -2.179], [-0.155, -0.351, -1.789], [1.605, -0.414, -2.432], [2.417, 0.711, -2.306], [2.021, 1.627, -1.905], [3.767, 0.629, -2.704], [4.416, 1.522, -2.602], [4.283, -0.572, -3.222], [5.338, -0.630, -3.517], [3.461, -1.706, -3.360], [3.865, -2.637, -3.764], [2.123, -1.618, -2.972], [1.458, -2.493, -3.088], [-1.192, 0.929, -2.655], [-0.747, 1.622, -3.787], [0.254, 1.450, -4.179], [-1.577, 2.577, -4.395], [-1.210, 3.147, -5.261], [-2.861, 2.822, -3.890], [-3.506, 3.569, -4.366], [-3.311, 2.119, -2.760], [-4.308, 2.326, -2.351], [-2.478, 1.185, -2.143], [-2.806, 0.680, -1.229], [-0.135, -0.196, -0.318], [-0.417, -1.526, -2.499], [1.798, -0.301, 4.450], [1.521, -0.633, 3.081], [1.293, -2.007, 2.828], [0.064, -2.570, 3.555], [-0.998, -1.670, 3.342], [-1.820, -1.383, 4.483], [2.080, -1.176, 5.064], [0.910, 0.189, 4.876], [2.625, 0.422, 4.425], [1.146, -2.083, 1.733], [2.184, -2.604, 3.131], [-0.200, -3.522, 3.081], [0.306, -2.723, 4.615], [-2.571, -2.173, 4.656], [-1.224, -1.260, 5.401], [-2.333, -0.440, 4.254]], "lowdin_charge": [-0.084, -0.128, -0.070, 0.091, -0.103, -0.070, 0.087, 0.099, 0.104, 0.084, 0.666, -0.517, -0.093, -0.063, -0.011, 0.723, -0.335, -0.114, 0.089, -0.085, 0.106, -0.095, 0.100, -0.093, 0.100, -0.109, 0.095, -0.321, -0.092, 0.099, -0.085, 0.105, -0.091, 0.102, -0.091, 0.104, -0.128, 0.094, 0.012, -0.032, -0.100, -0.210, -0.200, -0.226, -0.217, -0.090, 0.093, 0.077, 0.090, 0.125, 0.129, 0.112, 0.115, 0.087, 0.084, 0.078]}